Below is C41H51Cl2N2O2P3S3Si2Ta as an isolated structure in a non-equilibrium geometry, with properties calculated with ωB97M-V/def2-TZVPD.

CARTESIAN COORDINATES (ANGSTROEM)
1 Ta -0.3119 0.9185 -0.7586
2 C -1.6283 -2.3297 -4.0456
3 Si -0.0662 -1.3440 -3.7378
4 C 1.3749 -2.4374 -4.2387
5 C -0.0883 0.1442 -4.8405
6 N 0.1476 -0.8857 -2.0542
7 P 0.2760 -1.8856 -0.7823
8 C 0.2101 -0.6948 0.3963
9 P 0.9802 0.1344 1.6184
10 N 0.7652 1.6419 1.0079
11 Si 0.8099 3.1591 1.8968
12 C 0.6869 4.5686 0.6881
13 C -0.5246 3.3154 3.2009
14 C 2.4477 3.3124 2.8000
15 C 2.7024 -0.3534 1.8583
16 C 2.9641 -1.6253 2.3664
17 C 4.2681 -2.0794 2.4733
18 C 5.3216 -1.2639 2.0761
19 C 5.0662 0.0023 1.5704
20 C 3.7589 0.4554 1.4591
21 C 0.2345 -0.0185 3.2554
22 C -1.1527 -0.1281 3.3226
23 C -1.8001 -0.0873 4.5464
24 C -1.0604 0.0506 5.7148
25 C 0.3235 0.1450 5.6573
26 C 0.9722 0.1144 4.4288
27 C -1.0468 -3.1056 -0.6213
28 C -2.1314 -2.8190 0.2033
29 C -3.1828 -3.7181 0.3087
30 C -3.1577 -4.9057 -0.4109
31 C -2.0798 -5.1962 -1.2378
32 C -1.0280 -4.2981 -1.3431
33 C 1.7950 -2.8782 -0.7036
34 C 2.9482 -2.4320 -1.3448
35 C 4.1502 -3.1059 -1.1785
36 C 4.2084 -4.2324 -0.3709
37 C 3.0654 -4.6811 0.2758
38 C 1.8646 -4.0076 0.1139
39 H -1.7522 -2.4308 -5.1278
40 H -2.5180 -1.8441 -3.6489
41 H -1.5766 -3.3339 -3.6222
42 H 1.2323 -2.7640 -5.2729
43 H 1.4524 -3.3335 -3.6190
44 H 2.3305 -1.9134 -4.1880
45 H -0.2893 -0.1626 -5.8683
46 H 0.8736 0.6591 -4.8294
47 H -0.8594 0.8572 -4.5354
48 H -0.2799 4.6102 0.1864
49 H 1.4565 4.5025 -0.0833
50 H 0.8292 5.5058 1.2337
51 H -1.5183 3.1585 2.7823
52 H -0.4826 4.3235 3.6244
53 H -0.3835 2.6080 4.0198
54 H 3.2868 3.4447 2.1150
55 H 2.6643 2.4499 3.4349
56 H 2.4126 4.1916 3.4485
57 H 2.1452 -2.2664 2.6751
58 H 4.4633 -3.0701 2.8614
59 H 6.3405 -1.6187 2.1606
60 H 5.8831 0.6414 1.2613
61 H 3.5572 1.4396 1.0604
62 H -1.7244 -0.2275 2.4085
63 H -2.8797 -0.1495 4.5817
64 H -1.5636 0.0851 6.6720
65 H 0.8988 0.2494 6.5675
66 H 2.0513 0.1987 4.3899
67 H -2.1553 -1.8826 0.7459
68 H -4.0224 -3.4849 0.9500
69 H -3.9789 -5.6057 -0.3287
70 H -2.0590 -6.1200 -1.8005
71 H -0.1881 -4.5356 -1.9878
72 H 2.8987 -1.5616 -1.9793
73 H 5.0401 -2.7519 -1.6826
74 H 5.1444 -4.7610 -0.2443
75 H 3.1069 -5.5591 0.9077
76 H 0.9803 -4.3607 0.6284
77 C -6.7485 0.9565 -1.5106
78 C -5.7982 0.3734 -0.4971
79 O -4.8827 1.4124 -0.1058
80 P -3.6765 0.9434 0.9038
81 S -2.1257 2.2500 0.2121
82 S -2.3763 0.1200 -1.6273
83 O -4.0930 1.7279 2.2679
84 C -4.4764 3.1092 2.3196
85 C -4.5595 3.5096 3.7706
86 H -7.4547 0.1963 -1.8467
87 H -6.1933 1.3233 -2.3735
88 H -7.3104 1.7866 -1.0823
89 H -5.2309 -0.4577 -0.9258
90 H -6.3363 0.0065 0.3824
91 H -5.4346 3.2280 1.8112
92 H -3.7315 3.7037 1.7851
93 H -5.2951 2.9010 4.2967
94 H -4.8550 4.5563 3.8539
95 H -3.5931 3.3837 4.2608
96 Cl 2.6594 1.0449 -1.5502
97 C 2.6671 1.9723 -3.0196
98 C 3.7909 1.9069 -3.8205
99 C 3.8234 2.6435 -4.9917
100 C 2.7400 3.4309 -5.3383
101 C 1.6227 3.4722 -4.5189
102 Cl 0.2892 4.4556 -5.0187
103 C 1.5405 2.7337 -3.3287
104 S 0.0813 2.7651 -2.3745
105 H 4.6232 1.2865 -3.5203
106 H 4.6924 2.6066 -5.6338
107 H 2.7418 4.0150 -6.2473

## Properties
Calculated total energy in hartree: -5628.2473
Net charge: 0
Highest occupied orbital energy (spin up / spin down) in eV: -7.46 / -7.66
Lowest unoccupied orbital energy (spin up / spin down) in eV: -0.06 / -0.73
Energy relative to the best compared isomer or geometry (same formula, charge and spin) in kcal/mol: 22.03
Gap between HOMO and LUMO (spin up / spin down) in eV: 7.40 / 6.93
Expectation value of S²: 0.76
Maximum force in hartree/bohr: 0.0206
Multiplicity: 2